{
  "formula": "C5H10N",
  "method": "ωB97M-V/def2-TZVPD",
  "symbols": ["C", "C", "C", "C", "C", "N", "H", "H", "H", "H", "H", "H", "H", "H", "H", "H"],
  "positions_angstrom": [[0.5204, -0.1929, -1.2400], [-0.0757, -0.1523, 0.8227], [-1.2130, -0.1778, -0.2448], [-2.3220, 0.8055, -0.3274], [2.3663, -0.3745, 0.3591], [1.0502, -0.1786, -0.0687], [0.9556, -0.2331, -2.2523], [-0.1908, 0.8250, 1.4191], [-0.0599, -1.0465, 1.5123], [-1.5816, -1.1614, -0.5877], [-1.9070, 1.6852, 0.0776], [-3.0717, 0.6088, 0.3195], [-2.6419, 1.0623, -1.2484], [2.2985, -1.2015, 1.1471], [2.9007, 0.4814, 0.7587], [2.9720, -0.7498, -0.4470]],
  "gap_ha": 0.3962,
  "e_above_lowest_kcal_mol": 70.2,
  "e_homo_ev": -15.214,
  "charge": 1,
  "energy_ha": -250.89343,
  "lumo_energy_ev": -4.43
}